This record from OMol25 describes a structure of composition C46H63NO2PPtS3. The level of theory is wB97M-V/def2-TZVPD.

Properties
Expectation value of S²: 2.009
Kohn-Sham gap (alpha / beta), eV: 8.68 / 6.42

Geometry as ORCA input:
```
! wB97M-V def2-TZVPD RIJCOSX def2/J DEFGRID3
* xyz 1 3
H -0.3404 -0.8865 3.9174
H -3.2657 3.9411 -2.2034
H 0.8470 2.9902 -1.1965
H 0.0115 -5.4837 2.1415
H -3.4640 -3.0667 3.1745
C -1.5689 3.3398 1.5981
H 0.1625 -0.7758 -4.4791
C -4.7882 0.3167 -2.8810
H -3.9028 3.7589 0.1129
H -4.0198 2.1802 -2.2044
S 5.3755 0.9928 0.9510
H 2.2626 -3.6097 1.2623
H 5.9988 3.7951 -3.5526
H 1.9880 2.4970 5.0250
C -3.4386 -2.2477 1.1514
H -2.9145 1.4209 2.8479
C -0.0510 0.1248 4.1940
C -2.3195 4.2463 -1.7537
H 0.6297 0.0880 5.0476
C -0.4956 -3.1860 -3.2892
H -1.3967 -0.5736 -3.6772
H -0.1387 2.0674 -3.2894
H -1.5374 4.2840 1.0537
C -1.6498 -1.5931 -0.6144
H 4.0803 -2.8576 -4.6059
C 1.3750 -3.2476 3.1734
C -2.5952 1.0860 1.8555
H 0.0543 0.2260 -3.0363
H 2.1228 1.8890 1.3149
H -0.9482 3.5245 -3.8392
H -2.5141 4.6482 -0.7611
H -0.0167 -3.3358 -4.2607
H -4.5311 2.1082 0.2365
H 1.5814 -2.1736 3.1814
C -2.7021 -0.8548 -1.4054
H -5.5912 0.7755 -3.4461
C -2.4731 2.2968 0.9316
H 2.7998 3.0456 -0.7142
H -4.3128 3.0831 1.6858
H -2.7632 -1.4505 3.0904
H 2.1753 -3.7587 3.7148
H 0.4421 -3.4238 3.7184
C 0.6060 0.7652 2.9973
C -4.0620 -3.5979 0.7562
C -1.0567 2.6465 -3.1967
H -0.2805 -4.0568 -2.6657
H 1.1179 -1.9477 -2.6452
H 0.4032 4.4778 -2.0227
H 2.5297 -1.1828 1.2491
H 3.8772 -1.0344 3.5180
C 3.9758 -0.9598 -1.8497
C 3.4995 0.2655 -1.0513
C 0.0281 -1.8927 -2.6472
H -1.3409 -3.2951 2.3194
H 1.0008 -5.6500 0.6828
C 1.1018 2.7078 4.4213
H -1.8880 2.0525 -3.5757
C -1.2652 3.1339 -1.7558
C 4.1862 -2.4808 -3.5958
C -1.0476 -2.8591 1.3670
C -2.8463 0.5487 -1.4404
C 3.4259 -0.5905 1.3861
H 1.7441 -5.8234 2.2813
C 5.2313 0.3175 2.5167
C 0.0700 3.7456 -1.2808
S 5.3070 1.5755 -2.8208
P -1.6440 1.6644 -0.6225
C -2.0062 -2.1820 0.6316
C 3.9728 0.1648 0.3945
S 4.8133 -2.2782 -1.1332
C -3.8825 2.8474 0.7073
H -1.9261 5.0664 -2.3605
C 5.2928 3.2824 -2.9129
C 0.5627 -2.5604 -0.3445
H -1.9613 3.5532 2.5977
C 0.9938 -5.2730 1.7078
H 1.0781 3.7739 4.2070
H -4.0305 -1.4718 0.6687
C 4.0174 1.5554 -1.6836
C 1.9160 2.6098 2.0912
C -3.8967 1.1052 -2.1756
H 1.3744 3.4623 1.6718
H -1.5755 -3.1330 -3.4525
H -0.0291 4.2622 -0.3231
C 0.2602 -3.0196 0.9208
H -0.5460 2.9630 1.7109
H 1.5511 -2.7599 -0.7554
O 2.0887 0.2154 -1.1246
C -4.6384 -1.0621 -2.8610
H -3.3541 0.4059 1.4777
C 3.5944 2.8229 -1.4150
H 4.1333 4.8827 -2.0395
C 4.7908 -3.1723 -2.5913
H 3.1970 -0.4990 -3.8040
H -4.5125 -1.6742 2.9559
H -0.9453 0.6779 4.4896
C -3.5427 -2.0941 2.6827
H 2.8653 2.9613 2.4949
Pt 0.2589 0.4042 -0.3384
H -3.4470 -4.4194 1.1315
H 5.2502 -4.1511 -2.6296
H -5.0598 -3.6922 1.1920
C 3.7179 -1.2066 -3.1674
H 0.2151 2.4599 4.9978
H 5.9594 0.5590 3.2798
C -3.6115 -1.6301 -2.1254
H -4.1527 -3.7093 -0.3248
C 1.2901 -3.7688 1.7371
C 4.3248 3.8196 -2.1222
H -1.6562 0.5392 1.9536
O 0.6390 0.1295 1.9214
N 1.1393 1.9821 3.1548
H -5.3188 -1.6952 -3.4185
H -3.5009 -2.7071 -2.1137
C -0.3257 -0.6811 -3.5050
C 4.1482 -0.5015 2.6126
C -0.3663 -1.8949 -1.1647
*
```

Atomic partial charges in e from the Mulliken method, atoms 1 to 5:
1 H -0.1765
2 H 0.3104
3 H -0.1358
4 H 0.2760
5 H 0.4602

=====

This record from OMol25 describes a cluster of 10 separate species, C46H64N13O in total at a distorted geometry. The level of theory is wB97M-V/def2-TZVPD.

Properties
Kohn-Sham gap, eV: 6.54

Geometry as ORCA input:
```
! wB97M-V def2-TZVPD RIJCOSX def2/J DEFGRID3
* xyz 1 1
H 1.3612 2.2813 2.2935
C 6.4370 1.5401 -0.5398
C -5.1735 1.3078 2.5121
C 3.4179 6.3994 2.0764
H -0.7483 -1.9287 -3.3077
O -0.7498 -2.9967 -1.6025
H 3.4925 1.0735 9.5867
H 5.3456 2.6412 2.2351
H 5.3176 0.1371 2.2412
C 1.1813 0.5756 0.8507
H 6.2596 -0.6627 -0.1684
H -0.8626 2.3433 -0.9047
C 3.3456 10.8543 2.8657
C -5.4534 1.5651 4.7274
C 4.1558 3.8422 8.0194
H -5.2543 1.2305 1.4406
C -2.2861 -5.0491 -4.3810
H -1.9801 0.2263 0.8305
N 3.9094 3.1186 9.1524
H -1.2831 -5.1440 3.5573
N -3.9738 1.1135 3.1467
C 3.6014 5.0613 1.8614
H -1.8752 -3.1978 -7.8776
C -2.4384 -7.5138 1.7766
C 6.1295 2.5967 0.2743
H 3.8868 3.4935 10.0832
H 4.8716 12.2226 5.4402
C -1.8473 2.5232 -1.3037
H 3.5416 7.1774 1.3417
H -3.2721 2.3749 0.3457
N -2.4050 -4.4778 -3.2077
H -0.0010 -6.9550 -4.7103
C 3.8066 1.6900 7.4669
C -3.3614 2.9829 -2.8876
C -1.5952 -6.4432 1.9201
C -1.4702 -3.2151 -0.3927
H 3.0444 10.6074 1.8620
H -2.4966 -0.8814 -9.1382
C 6.1351 0.3501 0.1767
H -1.9024 -1.3459 -2.1181
H -5.8973 1.7451 5.6919
C -1.1939 -2.4197 -8.1808
H 6.2098 3.6591 0.1188
H -3.3056 1.1646 5.1725
H 6.8363 1.6111 -1.5376
H -2.3440 -2.5720 -0.3637
H -1.7571 -4.2600 -0.3108
C -2.9288 -7.2204 -3.6137
H -3.1087 0.8897 2.6930
H -0.9332 -4.0266 -5.4313
H -0.8627 -2.9463 0.4640
N -2.0286 2.7962 -2.6306
N -0.3950 -0.5419 -9.0287
C 0.7448 1.5818 1.7548
N -2.5027 -6.2887 -4.6685
C 0.0856 -6.9283 -5.7806
H 4.8931 12.3847 2.7300
C 4.2737 11.7441 3.3351
H -1.2944 2.8538 -3.3127
H 1.6758 -0.8302 -8.6171
H -2.9913 -6.4319 4.8531
H 3.4079 3.4161 3.1787
C 4.2624 11.6593 4.7534
H -2.3807 -4.9962 -2.3437
N 2.7718 10.2387 3.9448
C 3.0007 5.3173 4.0040
H 4.2477 3.2523 5.9221
C -3.0789 2.5440 -0.7014
H -3.0033 -6.1222 -6.6727
C 0.6795 -1.2301 -8.5402
H -1.3323 2.0911 2.3844
H -3.7087 3.2083 -3.8815
H 2.7583 4.9987 5.0040
H -0.8856 -6.0046 1.2384
H -2.5333 -8.1287 0.8962
C -1.4502 -2.2385 -2.5455
C 0.0645 -0.0751 0.3990
C -6.1115 1.5870 3.4679
N 3.3493 4.4086 3.0415
C -1.8706 -7.5264 -2.5697
H -7.1541 1.7870 3.2863
C 3.3276 10.7212 5.0987
H -3.8210 -6.8238 -3.1368
C -2.5731 -2.8515 -4.7897
H 2.1979 0.3571 0.5658
H -2.6069 -7.7620 -6.1680
C -2.7135 -6.6715 3.8412
H 0.8257 -3.1637 -7.5409
H -3.5387 -2.7639 -2.8274
H 4.3513 4.8998 8.0675
H -5.1059 2.9275 -1.5797
N -1.0274 0.5001 0.9901
H -1.3527 -9.0919 -3.4156
C 3.0377 6.5617 3.4370
H 2.0520 9.5416 3.8970
C -2.5795 -3.0430 -3.2448
N -1.1347 -8.5331 -2.5840
C 3.6992 1.8069 8.8265
C -0.6206 1.5093 1.8221
N -1.7710 -5.9349 3.1777
H 3.8866 4.5163 0.9770
H 3.6917 0.7794 6.9028
H 3.0108 10.3571 6.0611
H 1.0486 -7.1791 -6.1897
H 2.8166 7.4862 3.9395
H -1.7655 -6.8524 -1.7229
C -1.5401 -1.2575 -8.8180
C 4.0969 2.9836 6.9546
C -3.1496 -7.6573 2.9976
H -0.3495 0.3558 -9.4770
C -2.3347 -6.7229 -6.0743
C 5.6548 0.7234 1.4032
H -0.0503 -0.8911 -0.2944
H -3.6120 -2.9680 -5.0731
C -4.0403 2.8341 -1.7086
H -0.7220 -6.1367 -7.5145
C -0.9076 -6.5730 -6.5485
H -2.0686 -1.9922 -5.1954
H -3.8928 -8.4010 3.2304
N 5.6509 2.0916 1.4527
C -4.1369 1.2728 4.4970
N -1.9385 -4.0751 -5.3037
C 0.2177 -2.4027 -8.0040
H -3.2317 -8.1468 -4.0765
*
```

Atomic partial charges in e from the Mulliken method, atoms 1 to 5:
1 H 0.5332
2 C -0.5137
3 C -0.2097
4 C -0.5563
5 H 0.4964

=====

This record from OMol25 describes a structure of composition C46H66CrN6O5PS2 at a distorted geometry. The level of theory is wB97M-V/def2-TZVPD.

Properties
Expectation value of S²: 6.008
Kohn-Sham gap (alpha / beta), eV: 7.19 / 7.14

Geometry as ORCA input:
```
! wB97M-V def2-TZVPD RIJCOSX def2/J DEFGRID3
* xyz 3 5
C 5.5906 2.0869 2.8105
N -1.9441 2.0487 0.1911
O -2.5458 -3.5352 -2.0066
C -0.2925 -1.5017 4.6525
H -2.3586 4.7313 0.8109
H -0.8067 -0.7788 5.2888
H -4.5789 0.0058 0.5811
H 5.7326 2.5310 -3.4338
H -0.7572 -2.6907 2.9265
C 0.0185 -2.0580 -2.3845
C -3.4235 -2.4765 2.5663
H 7.0952 0.6539 2.0967
H 0.7878 -1.8080 -0.4198
C -0.1383 -0.2173 -3.9648
C 3.9349 -3.8050 3.3000
C -2.6117 2.6403 1.3462
C -1.0833 -7.1825 -0.7004
H -1.0777 2.5450 0.0011
H 3.7314 4.5291 1.0630
C -3.1546 4.0361 1.0719
C 0.9366 3.4005 0.3434
C 3.8957 -2.9474 4.3942
C -5.1877 -3.1813 -0.3928
H -8.1327 -1.6937 -1.1583
H 3.0867 -4.3059 1.3942
N 3.9552 1.2055 1.3828
C -2.6863 -5.9348 -1.9898
H -1.9248 2.6894 2.1901
H -4.4737 -2.2059 2.6227
C 5.0028 1.7667 -1.5289
C 5.1090 0.2765 1.2628
H 0.3651 2.9375 1.1532
C 2.1028 -2.6180 2.2895
C -0.4281 -6.0034 -0.4121
H 1.0286 5.2505 1.4569
O -0.3908 0.1917 -1.6648
H 4.7886 -0.7605 1.3552
H -4.5162 -3.7592 -2.6603
C 0.0097 -1.1153 -4.9883
O 0.0580 -0.4985 2.2288
C 4.7977 2.4294 -2.8848
C -5.1327 -0.8209 0.1543
H -0.7126 -8.1212 -0.3087
H 0.4712 -6.0262 0.2001
H 4.3555 3.4236 -2.7731
C 2.0697 -1.7800 3.3874
H -2.7286 -8.0607 -1.7655
H 0.3707 -2.0996 5.2735
N 2.3587 3.0319 0.4323
H 5.8781 2.3555 3.8253
C -3.3686 3.4167 -1.3382
H 5.7163 0.9477 -1.6329
C -6.4327 -0.6891 -0.3090
H -3.5849 -5.9163 -2.5912
H -7.0239 -3.8991 -1.2381
H 3.6284 1.4679 3.4688
H -3.1115 -1.4223 4.3975
H -3.5690 -2.4164 -3.3480
H 4.6697 -4.6002 3.2643
H -4.8580 3.3436 0.1086
C 0.1470 -2.5058 -4.7522
H 2.0213 1.8962 -2.3903
C -3.5397 -3.4579 -3.0388
C 0.1953 -2.4787 -1.0519
H 0.2797 -3.1892 -5.5804
Cr -0.2684 -0.1454 0.2415
H -3.2644 -4.0759 -3.8931
H 5.3714 2.4360 -0.7529
C -6.4920 -3.0380 -0.8514
H -4.0909 3.3642 -2.1507
H -2.1662 1.7283 -1.8537
H 4.3289 0.5686 -3.8618
C -0.1652 -0.6591 -2.6264
H 5.5905 0.3857 0.2974
H 5.9354 0.0035 3.2493
H 1.4089 -2.4599 1.4758
C 2.8244 1.1513 -2.4282
C 3.8056 1.4761 -3.5514
S 0.8078 -0.5395 3.5463
H -6.9396 0.2690 -0.2612
C 2.2482 5.2765 -0.3293
C 0.9597 4.9228 0.4166
H 0.4958 -3.8729 0.2860
H 0.0265 -0.7513 -6.0099
H -3.3268 -3.5438 2.7843
C -1.2557 -2.3593 3.8423
H -4.6990 -4.1528 -0.4174
H 2.3652 0.1726 -2.5348
O 1.6074 0.6449 0.2029
C -2.5515 -1.6382 3.4856
H -3.5774 1.3150 -0.8992
C 6.0525 0.6843 2.4080
H -3.4385 1.9901 1.6483
H 4.5901 -3.0810 5.2148
C 0.1349 -2.9660 -3.4745
H 0.0718 5.3767 -0.0291
C -2.0441 -4.7403 -1.6814
C 3.0438 -3.6393 2.2470
H 0.2804 -4.0226 -3.2764
H 2.9268 -1.2494 5.2946
H -2.3334 -0.6862 3.0012
S -2.9125 -2.3073 0.7999
N 3.6569 1.2146 -1.1914
H -4.4818 4.8763 -0.3226
H -0.2373 0.8444 -4.1604
C -4.5278 -2.0677 0.1025
H 3.3083 1.8984 -4.4235
O -2.1664 -0.9751 0.6929
H -1.4904 -3.2572 4.4190
H 2.6077 6.2790 -0.1062
C -7.1124 -1.7968 -0.8108
C 3.2222 4.2047 0.1520
N -4.0795 3.9625 -0.1203
C 4.0836 2.0008 2.6270
H -2.5961 4.1392 -1.5991
H 3.5913 2.9634 2.5315
C -2.7777 2.0507 -1.0138
H 0.5149 3.0741 -0.6193
H -3.7143 4.4346 1.9154
H 5.9991 2.8355 2.1269
C 2.9654 -1.9193 4.4398
N -0.0581 -3.6549 -0.5329
H 2.0961 5.2004 -1.4078
C -0.8681 -4.7834 -0.9197
H 3.9816 3.9772 -0.5926
P 2.8644 1.4823 0.2126
C -2.2074 -7.1455 -1.5128
*
```

Atomic partial charges in e from the Mulliken method, atoms 1 to 5:
1 C -0.7700
2 N 1.1885
3 O 0.9419
4 C -1.0626
5 H 0.2884

=====

This record from OMol25 describes a cluster of 11 separate species, C46H66N11O2 in total at a distorted geometry. The level of theory is wB97M-V/def2-TZVPD.

Properties
Kohn-Sham gap, eV: 9.01

Geometry as ORCA input:
```
! wB97M-V def2-TZVPD RIJCOSX def2/J DEFGRID3
* xyz 1 1
H 3.6483 -2.0301 1.6480
C 4.5965 4.1994 -3.3067
N -4.8426 0.0372 -1.1896
C 2.9489 -4.4640 -0.3447
C -0.0103 3.1885 -4.7214
H -0.8712 -8.6342 -0.8467
H -1.1839 0.0429 -0.7009
C 2.9496 -0.5189 -2.8747
H 4.5156 1.8570 0.1822
C -1.3348 -7.7005 -0.8659
H 5.5760 4.0190 -3.8739
H -4.0346 6.3153 -1.5450
C -4.3879 5.9128 -0.7530
H -1.0650 0.5533 1.2410
C -4.7082 0.3516 0.2008
C -5.4470 6.2404 0.0333
H 0.2554 4.4059 0.1322
H 1.8299 0.0485 -3.1349
H 1.2259 4.2741 -3.1020
C -0.4846 1.0306 5.7251
C -2.4188 -5.8969 -0.1395
H 3.9628 -0.3977 -0.3553
H -2.4767 -4.9323 -2.1234
C 0.9651 -2.8848 3.2811
C -4.3381 4.6364 1.1645
H -4.0650 -2.9632 -0.1986
H -4.8104 1.3468 0.5865
H 3.2597 -2.8457 -2.9150
H 3.8660 2.1835 2.8587
H 3.2447 3.9622 -4.9197
H -2.5161 -0.4345 -2.6638
H 3.3118 -0.2456 3.9985
H -0.6726 5.0250 1.5748
H 1.4001 -4.1482 -1.8491
C 3.5218 -0.2017 2.8399
C 3.7116 -1.0061 1.7778
H -2.8742 -5.1031 0.4137
H -1.6220 -3.5220 1.1505
H 0.4376 -1.2257 1.5551
H 3.6633 -5.6078 1.7707
C 0.9194 -0.6979 -0.2653
C 2.8521 -5.3697 0.9208
N -1.5508 -6.8355 -1.8299
C 0.0146 2.2359 -3.7297
H 0.0287 0.7915 2.5874
H 1.3245 -1.5574 -0.3386
N -0.7477 4.3181 -4.3771
H 0.1638 -5.8351 -0.3762
H 0.8097 -3.9848 1.3686
H -3.1037 -0.8208 5.5516
H -0.9624 -0.5438 7.0877
H -0.8746 2.7502 4.0865
H -6.2859 6.9317 0.0256
C -4.3292 -1.9055 -0.3480
H -0.8775 5.1304 -5.1177
C -1.2711 -2.2020 3.0121
H -1.6620 -0.9480 -3.9644
O -0.3692 -1.1768 -2.3622
H -0.8301 2.4121 -1.7077
C -0.7347 2.9924 -2.6072
C -2.4112 0.9986 4.5344
C -1.2786 0.1286 6.2425
C -1.6791 -1.1382 -2.9533
H 0.9791 2.1596 0.1777
H 0.6061 1.1054 6.1953
C -4.3460 -0.8013 0.7838
C 1.6307 -6.0042 0.8653
H -2.7775 4.3410 -0.3023
H 1.4780 2.3715 1.7232
H 5.7798 -2.0890 -2.0576
C 1.7163 -4.5142 -0.8702
C -1.0418 4.2464 -3.0235
H 0.1393 1.1642 -3.7467
N 0.4558 -3.3078 2.0698
H 1.8565 -3.1726 3.8208
N -2.3648 0.0120 5.4517
H -3.3072 0.9676 3.8514
N 0.8649 -0.3468 1.1414
C -0.9852 -3.0608 1.9777
N 2.4275 4.3877 -2.8580
H -1.4108 5.1190 -2.4980
H 1.1793 -6.6944 1.4763
N 5.0883 -0.3948 -2.3825
C -0.0418 -2.1420 3.8940
C -2.1272 -5.6703 -1.4529
C 4.7983 -1.7167 -2.3459
H -2.2002 -1.5457 3.2006
H 4.0615 1.4495 -2.9663
C 0.0480 4.3649 1.1687
H -1.6508 -7.5531 1.1368
N 3.9980 -0.1753 0.6289
H 3.8035 -4.0566 -0.6983
H -4.2594 3.9614 2.0660
H -1.1218 -1.6637 -0.4923
C -3.7771 4.7429 -0.0501
H 0.2967 3.0158 -5.7737
C -0.4722 -0.7654 -0.9085
C 4.1264 1.0783 0.9648
C 3.3874 4.0280 -3.8828
H 1.5002 -0.0309 -0.6893
H -1.1879 -6.9780 -2.8424
H 0.6663 4.7647 1.9528
N 0.9044 -5.3536 -0.0233
H 5.1221 4.8695 -1.3879
C 3.8488 1.1415 2.2857
H -4.2616 -0.6022 1.7981
C -4.8116 -1.3065 -1.4798
H 1.8916 -0.2945 1.2813
C 4.3652 4.7263 -1.9042
C 4.0009 0.4175 -2.7665
H 2.5718 5.0947 -0.8223
C -1.7333 -7.0412 0.2345
H -2.2278 -1.9998 -2.6670
N -5.3251 5.4513 1.1632
H 6.0297 0.0991 -2.1096
H 0.2107 -1.4782 4.7563
C 0.6068 2.0971 1.1264
C 3.5424 -1.8836 -2.7785
O -0.3441 3.0469 1.4984
H -5.9583 5.5574 1.9569
C 3.0455 4.8248 -1.7134
C -1.2201 1.7813 4.7070
C 0.0208 0.7913 1.5109
H -5.1372 0.6964 -2.0170
H -4.8300 -1.7738 -2.5056
*
```

Atomic partial charges in e from the Mulliken method, atoms 1 to 5:
1 H 0.6153
2 C -0.3344
3 N -0.0163
4 C -0.3003
5 C -1.6750

=====

Q: Which DFT total energy values were calculated for the entries above? A: -99345.51822; -70148.03373; -127313.02000; -69235.45184, in eV.